160
Properties=species:S:1:pos:R:3 method="wB97M-V/def2-TZVPD" smiles=COC[C@H](C)N.COC[C@H](C)N.COC[C@H](C)N.COC[C@H](C)N.COC[C@H](C)N.COC[C@H](C)N.COC[C@H](C)N.COC[C@H](C)N.CO.CO.CO.CO fmax_ev_per_a=1.5 multiplicity=1 charge=0 energy_ev=-75504.94331
C 4.72 -0.69 -2.10
O 5.79 -1.06 -1.25
C 5.34 -1.77 -0.14
C 6.53 -2.08 0.73
C 6.13 -2.94 1.93
N 7.23 -0.87 1.21
H 5.11 -0.34 -3.05
H 4.11 0.07 -1.60
H 4.10 -1.58 -2.31
H 4.62 -1.17 0.43
H 4.88 -2.73 -0.45
H 7.27 -2.63 0.14
H 6.98 -3.32 2.47
H 5.52 -3.79 1.60
H 5.47 -2.35 2.58
H 7.62 -0.37 0.42
H 6.59 -0.23 1.67
C -0.43 -9.83 0.79
O -1.42 -8.82 0.86
C -0.89 -7.52 0.69
C -2.03 -6.55 0.36
C -2.51 -6.75 -1.07
N -1.56 -5.14 0.50
H -0.10 -9.98 -0.25
H -0.86 -10.75 1.17
H 0.45 -9.56 1.38
H -0.37 -7.20 1.60
H -0.19 -7.52 -0.16
H -2.83 -6.70 1.08
H -2.71 -7.82 -1.21
H -1.73 -6.47 -1.76
H -3.44 -6.21 -1.22
H -0.86 -4.95 -0.20
H -1.11 -5.02 1.41
C -2.25 4.56 -1.97
O -2.32 5.71 -2.80
C -1.20 5.80 -3.65
C -1.27 7.11 -4.41
C -0.16 7.19 -5.46
N -1.24 8.30 -3.54
H -1.30 4.56 -1.42
H -2.39 3.64 -2.55
H -3.03 4.64 -1.22
H -0.25 5.67 -3.11
H -1.23 4.96 -4.37
H -2.21 7.11 -4.97
H -0.24 8.15 -5.97
H -0.26 6.40 -6.20
H 0.83 7.11 -5.00
H -1.92 8.13 -2.79
H -0.35 8.30 -3.04
C -2.79 2.28 1.74
O -3.69 2.96 0.90
C -4.93 2.32 0.78
C -5.87 3.25 0.09
C -6.09 4.51 0.86
N -7.18 2.55 -0.07
H -3.27 1.90 2.65
H -2.01 3.00 2.02
H -2.29 1.45 1.22
H -4.82 1.38 0.21
H -5.31 2.04 1.77
H -5.49 3.48 -0.92
H -6.50 4.25 1.85
H -6.81 5.19 0.40
H -5.16 5.02 1.09
H -7.05 1.70 -0.61
H -7.76 3.13 -0.68
C -1.38 -1.51 0.70
O -0.65 -0.47 0.04
C -0.88 -0.47 -1.34
C -0.14 0.69 -1.97
C -0.48 0.77 -3.46
N 1.33 0.53 -1.80
H -1.20 -2.47 0.21
H -2.44 -1.23 0.72
H -1.05 -1.50 1.74
H -0.47 -1.38 -1.83
H -1.96 -0.48 -1.56
H -0.44 1.60 -1.45
H -1.11 1.64 -3.62
H -0.92 -0.15 -3.85
H 0.43 0.96 -4.03
H 1.54 0.47 -0.80
H 1.57 -0.42 -2.11
C 4.76 2.76 -0.14
O 4.78 3.13 -1.50
C 3.55 3.70 -1.91
C 3.38 3.46 -3.40
C 2.09 4.09 -3.86
N 3.26 2.02 -3.67
H 4.43 3.59 0.49
H 5.78 2.49 0.11
H 4.10 1.90 0.03
H 2.72 3.19 -1.40
H 3.53 4.77 -1.63
H 4.20 3.91 -3.96
H 1.88 3.84 -4.90
H 2.10 5.18 -3.73
H 1.23 3.69 -3.30
H 2.52 1.69 -3.05
H 4.09 1.51 -3.39
C 5.04 -0.74 4.86
O 3.71 -0.75 4.39
C 3.55 -0.05 3.18
C 2.33 -0.57 2.50
C 2.40 -2.05 2.17
N 2.04 0.22 1.30
H 5.66 -1.44 4.29
H 5.02 -1.00 5.92
H 5.49 0.26 4.78
H 3.43 1.02 3.39
H 4.42 -0.20 2.52
H 1.52 -0.47 3.25
H 2.30 -2.69 3.04
H 3.32 -2.32 1.65
H 1.57 -2.28 1.48
H 1.05 0.03 1.07
H 2.00 1.20 1.59
C 0.76 -1.74 8.84
O 0.16 -2.21 7.68
C -0.84 -1.32 7.23
C -1.64 -2.02 6.17
C -0.72 -2.59 5.09
N -2.62 -1.06 5.62
H 1.24 -0.77 8.68
H 1.52 -2.47 9.13
H 0.03 -1.60 9.65
H -1.51 -1.10 8.07
H -0.39 -0.39 6.85
H -2.20 -2.84 6.63
H -0.04 -1.82 4.72
H -1.31 -3.04 4.29
H -0.08 -3.40 5.48
H -2.10 -0.26 5.26
H -3.00 -1.48 4.77
C 1.81 0.76 -6.83
O 2.94 0.42 -6.02
H 0.92 0.19 -6.54
H 1.56 1.83 -6.76
H 2.06 0.59 -7.88
H 3.06 1.13 -5.34
C -5.17 -4.26 0.14
O -4.09 -3.71 0.94
H -5.08 -3.93 -0.90
H -5.12 -5.35 0.14
H -6.11 -3.92 0.55
H -3.24 -4.15 0.69
C -4.91 -0.94 2.85
O -4.08 -2.07 3.14
H -5.97 -1.21 2.82
H -4.76 -0.24 3.68
H -4.56 -0.45 1.94
H -4.11 -2.68 2.38
C -2.53 2.38 -6.02
O -2.01 3.37 -6.86
H -2.38 2.67 -4.99
H -3.60 2.24 -6.19
H -2.05 1.41 -6.19
H -2.45 3.31 -7.71